Molecular formula: C4H8O3S
Method: DFT, ωB97M-V with the def2-TZVPD basis set

Its SMILES is C[C@@H]1OS[C@@H](O)[C@@H]1O. The calculation puts the HOMO energy at -8.9 eV. Its total energy is -21253.67608 eV. The LUMO energy is 0.59 eV. The calculation puts the energy above the lowest of the compared OMol25 structures with the same formula, charge and spin at 197.0 kJ/mol.

Structure (XYZ):
```
16
Properties=species:S:1:pos:R:3:forces:R:3:lowdin_charge:R:1
C 0.13365 0.83401 -0.31177 -1.04 -2.06 -0.19 -0.32
H -0.24754 0.15320 -2.08530 1.05 0.58 0.43 0.08
C 1.73396 -1.19216 0.31874 -0.89 -2.04 -0.98 -0.03
H 0.60018 1.64445 0.18730 0.81 0.97 -0.05 0.14
H 1.58995 -2.26003 0.64388 0.35 1.14 0.86 0.10
H -1.90090 1.65261 -1.05634 1.41 -1.13 1.30 0.16
C 0.39536 -0.49098 0.51117 0.65 -0.27 -2.26 -0.38
O -0.54300 -1.48911 0.02716 -0.91 1.38 -0.03 -0.46
O 0.50025 0.67531 -1.68194 -0.95 -0.15 0.49 -0.04
H 2.61903 -0.72053 0.69692 0.26 0.21 0.39 0.08
H -1.73867 1.03795 1.77201 -0.42 1.56 -2.46 0.16
H 0.25170 -0.30473 1.54222 -0.51 0.28 1.35 0.12
C -1.40969 1.01929 -0.19592 -0.62 0.33 -2.73 -0.62
H 1.86747 -1.49343 -0.72597 0.10 1.07 -0.28 0.08
S -1.95264 -0.68688 -0.56803 0.38 -0.49 0.54 1.00
O -1.89910 1.62103 0.92587 0.34 -1.38 3.62 -0.07
```
Positions in Å, forces in eV/Å.

Molecular formula: C47H46BrCoN5OSi
Method: DFT, ωB97M-V with the def2-TZVPD basis set

The calculation puts the HOMO energy (spin up / spin down) at -5.6 / -4.9 eV. Its total energy is -174526.21118 eV. Its multiplicity is 4. The LUMO energy (spin up / spin down) is 0.28 / 0.01 eV. The calculation puts the energy above the lowest of the compared OMol25 structures with the same formula, charge and spin at 572.4 kJ/mol.

Structure (XYZ):
```
102
Properties=species:S:1:pos:R:3:forces:R:3:mulliken_spin:R:1
H -0.68392 -3.04218 3.01825 1.02 -0.02 0.09 0.01
H 2.65113 -0.82637 2.05768 0.83 0.81 -0.41 0.00
H -3.24117 -3.08193 -2.81329 0.09 0.12 0.19 0.02
H 0.01082 1.16220 -6.02604 0.56 -0.11 0.23 0.00
N -0.65839 0.11152 3.98467 -0.45 0.74 0.97 -0.01
C 2.33209 -1.73475 2.48407 -1.80 -1.82 0.98 -0.02
H -1.79921 2.61607 -3.56288 -2.24 0.53 -0.07 0.00
H 2.38589 4.24662 3.38034 -0.32 -0.47 -0.05 0.00
C -3.08077 0.05226 0.49862 0.23 -0.39 1.27 -0.02
C -3.07539 -2.42595 0.98517 -0.14 1.79 -0.83 -0.19
C 2.75012 -1.98952 -1.20133 0.12 0.97 0.59 0.00
C 4.10791 -3.41273 -2.62692 -0.77 -0.44 0.84 0.00
H 2.67655 2.51349 -1.49988 -0.74 0.66 -0.48 0.00
C -0.38101 0.54142 -4.00564 -0.11 0.43 -1.11 0.01
C 0.18306 0.27747 5.05432 -2.36 0.13 0.26 -0.07
C -3.88834 0.94171 -5.21322 -0.33 0.58 -0.10 0.00
C -1.57761 1.22524 6.45656 0.05 -1.28 -1.50 -0.08
C 6.04070 2.36520 -1.16612 -0.79 -0.72 -0.05 0.00
Si 2.19591 -0.22100 -0.84125 -0.99 0.05 -0.64 0.08
C 3.70881 0.88247 -0.72052 -0.05 -0.17 0.54 0.00
H -0.44859 -0.09851 -1.95019 -0.61 0.00 0.47 0.01
H 4.74015 3.91803 -1.88316 -0.11 0.10 0.19 0.00
C 0.42684 -2.98361 3.01805 0.88 0.59 -0.22 -0.02
N -2.21982 0.49318 1.65619 -0.34 1.58 -0.52 0.03
C -0.87867 3.85680 2.50859 -0.38 1.95 0.54 0.05
Br 5.05236 -2.37203 2.88672 -0.50 -0.32 0.08 0.00
H -3.16882 0.15553 -5.29700 0.63 -0.35 -0.42 0.00
H -3.17566 -4.89257 -1.30576 0.02 -0.71 0.23 0.00
C -3.24266 -3.71973 0.55425 0.31 -0.35 -0.44 0.40
H -4.11831 0.15395 0.84092 -0.23 0.75 -0.44 0.03
N 0.31319 1.87441 2.10244 -0.65 0.14 0.25 0.03
H -3.21645 3.41754 -2.69812 0.07 -0.51 -0.30 0.00
C 1.24709 -4.02982 3.48274 -0.18 -0.01 -0.30 0.00
C -3.14860 -3.93263 -0.83859 -0.63 0.26 -1.22 -0.11
C -2.46808 0.99562 5.38046 1.16 -0.08 -0.12 0.03
H 1.38181 -2.94243 0.12440 -0.05 -0.17 -0.31 0.00
C 3.17695 -2.74864 2.97570 -0.34 -0.13 -0.41 0.01
C -2.99182 -1.37253 0.08994 -0.01 -0.79 -0.06 0.37
H -1.48124 0.56656 -4.14743 1.18 -0.22 -0.06 0.00
H -5.87115 0.93790 -3.18212 0.42 -0.28 -0.42 0.00
H 4.72651 -3.57692 -3.50600 0.31 0.26 0.36 0.00
C 3.64528 2.17282 -1.24643 0.75 -0.53 0.48 0.00
H 3.44138 0.81922 -3.42316 -0.35 -0.40 -0.20 0.00
C 0.22719 4.49458 3.08819 1.15 -0.95 0.34 -0.08
H -2.21254 2.28046 0.43411 0.56 0.05 -0.48 -0.01
C 1.45806 3.75331 3.07419 -1.51 1.60 -0.17 0.04
C -5.17944 1.78055 -3.23451 -1.81 1.82 0.69 0.00
C 4.93392 0.35479 -0.30471 -0.50 0.81 -1.01 0.00
C 1.55620 0.18486 -2.60460 -0.90 0.75 1.33 0.00
H 7.07405 0.60158 -0.54270 -0.39 0.07 0.20 0.00
C 6.07908 1.04266 -0.67578 1.37 0.66 0.62 0.00
C 3.58489 -4.57343 -1.95906 0.55 1.04 -0.60 0.00
H 1.20346 0.02944 4.97103 1.01 -0.49 -0.57 -0.01
C 4.78610 2.93506 -1.43020 0.72 -0.09 -0.11 0.00
C -2.94656 2.87048 -3.62088 2.01 -0.86 -0.03 0.00
C -2.09273 2.01053 1.46722 -0.56 -1.46 2.33 -0.02
H -3.70588 1.71367 -5.98303 -0.05 -0.35 0.37 0.00
H -3.80441 0.93439 3.14392 1.04 -0.28 -0.54 0.00
H -2.83091 0.67849 -0.35193 -0.28 -0.01 0.11 -0.01
H 0.75574 -4.91876 3.87189 0.12 0.09 -0.12 0.00
C 2.13059 -3.08049 -0.65482 0.74 -1.92 -0.02 0.00
H -1.76974 4.47738 2.25054 0.53 -0.72 0.67 0.00
C -1.97655 0.48275 4.16492 1.50 -0.22 0.47 -0.07
C 2.59191 -4.39374 -1.00992 -1.24 -0.02 0.73 0.00
H 4.19769 -1.24039 -2.52936 0.22 0.16 -0.63 0.00
C 0.14106 0.22449 -2.77719 1.67 -0.54 -0.65 -0.02
C 1.83806 1.02969 -4.83741 0.52 -0.88 -0.59 0.00
N -3.20110 -1.63765 -1.30088 0.08 2.49 -0.64 0.21
H 6.96247 2.92223 -1.35618 -0.33 -0.31 -0.01 0.00
H -5.17170 2.16867 -2.19726 0.38 -0.21 -0.32 0.00
H -3.53149 1.15995 5.42910 -0.14 0.43 0.20 0.00
C -3.34956 0.42749 -2.84471 0.09 -0.39 -0.70 0.09
H -2.94584 2.48956 2.02061 0.49 -0.30 -0.63 -0.01
H 3.26945 -4.83058 3.76703 -0.23 0.60 -0.22 0.00
C 2.65610 -3.98560 3.42774 -0.67 1.55 -0.13 -0.03
H 2.49355 1.25840 -5.66441 0.16 0.39 -0.01 0.00
H 2.06322 -5.27278 -0.55128 0.81 0.85 -0.37 0.00
C -3.32218 -0.62254 -2.23755 0.33 0.19 1.24 -0.08
C 2.37692 0.63353 -3.61184 0.18 0.65 -0.26 0.00
H 4.03734 -5.55809 -2.18799 -0.70 0.61 0.05 0.00
O 1.07276 -0.02824 0.25859 0.32 -0.37 -0.18 -0.06
H -3.33639 -0.72599 2.97646 0.69 0.72 0.23 0.00
C -0.25987 0.75203 6.28225 -0.25 0.92 0.58 0.04
H 4.89269 -0.58971 0.20910 0.61 -0.41 -0.13 0.00
H -3.04570 3.60905 -4.44337 -0.29 -0.75 0.21 0.00
C 1.42283 2.52004 2.48368 0.92 -0.66 -0.13 -0.05
C 0.49949 0.90103 -5.07842 -2.19 0.17 0.88 0.00
C -3.20064 -2.92058 -1.74191 0.41 -1.64 0.32 0.22
H 0.22977 5.48643 3.59132 -0.34 -0.73 -0.86 -0.01
C -3.79183 1.53267 -3.77711 -0.12 -0.18 0.93 0.00
H -3.10368 -2.05711 1.99554 0.12 -0.82 0.28 0.01
Co 0.07590 -0.09007 2.01927 -0.29 -0.03 -0.28 2.27
H -5.70104 2.58895 -3.77850 0.19 -0.28 -0.17 0.00
H 2.35048 1.99966 2.25018 -0.11 -0.12 0.22 0.00
H -4.86570 0.46146 -5.42981 0.41 0.47 0.41 0.00
C 3.72459 -2.13694 -2.18320 0.38 -1.70 -0.26 0.00
C -2.87615 0.29381 2.97349 -1.61 -0.73 -0.07 -0.01
N 0.95999 -1.83460 2.50348 1.15 -2.16 0.75 0.04
H 0.41268 0.84884 7.15368 -0.14 -0.11 -0.82 0.00
H -3.51045 -4.53104 1.17687 0.11 -0.58 0.74 0.03
C -0.84629 2.52099 2.13947 0.20 2.03 -1.12 -0.05
H -1.85869 1.68095 7.39160 -0.28 -0.06 0.04 -0.01
```
Positions in Å, forces in eV/Å.

Molecular formula: C22H28N6OS
Method: DFT, ωB97M-V with the def2-TZVPD basis set

Its SMILES is COc1ccccc1N1CCN([C@H](c2cccs2)c2nnnn2C2CCCC2)CC1. The calculation puts the HOMO energy at -7.5 eV. Its total energy is -45089.89938 eV. The LUMO energy is 0.40 eV. The calculation puts the energy above the lowest of the compared OMol25 structures with the same formula, charge and spin at 196.3 kJ/mol.

Structure (XYZ):
```
58
Properties=species:S:1:pos:R:3:forces:R:3:lowdin_charge:R:1
C -4.70585 -0.37331 -0.17315 0.17 0.00 0.04 -0.19
C 0.85689 -0.61219 0.67484 0.00 -0.61 -0.14 -0.49
C 2.34419 1.24421 0.27702 0.92 0.03 -0.25 -0.23
C -6.77075 0.76243 0.35277 -0.02 0.03 0.00 -0.10
H -0.86906 3.05160 -0.33845 -0.04 0.03 0.11 0.13
C -1.79440 1.44777 0.74912 0.22 0.10 0.11 -0.13
S 0.58742 -2.24281 0.14408 0.03 0.41 0.53 1.03
H -2.59997 -0.22154 -2.01710 0.04 -0.03 0.02 0.13
C -4.72940 1.99423 0.24675 -0.04 -0.19 0.01 -0.02
H 3.68178 0.26010 -1.92745 0.07 0.04 0.16 0.15
C -1.94137 0.07830 -1.20210 0.30 0.01 -0.35 -0.15
H -4.19793 2.93177 0.31053 0.09 0.08 -0.06 0.11
H -2.34466 2.14918 1.37635 0.03 -0.01 -0.01 0.12
C 1.22326 0.46104 -0.32369 -0.13 0.03 0.02 -0.26
H 6.00121 0.31596 -2.25602 -0.03 -0.02 -0.03 0.12
H 7.53909 -0.47882 -0.53570 0.08 0.03 0.05 0.11
H 5.92024 -2.37505 0.43191 0.02 -0.09 -0.02 0.11
C 0.70642 -0.50450 2.02325 0.11 0.02 -0.24 -0.13
O -3.96802 -1.50383 -0.43183 0.00 0.51 0.12 -0.12
H -3.86093 -3.45502 -0.82589 -0.09 0.00 0.02 0.09
H -0.00100 -3.77435 1.93579 -0.05 -0.21 0.12 0.06
C -4.00693 0.84951 -0.08434 -0.33 -0.07 -0.06 -0.16
H 0.13149 2.42295 0.98661 -0.17 0.08 -0.06 0.09
H -0.17673 0.14418 -2.45499 0.03 0.00 -0.04 0.12
C 5.72241 -1.69286 -0.39248 0.05 0.03 0.08 -0.18
H 1.60672 -0.04286 -1.22044 0.00 0.10 0.12 0.13
C 4.25668 0.18307 -0.99870 0.23 -0.34 -0.41 -0.25
N 3.65262 1.08737 -0.05114 -1.43 0.66 0.52 -0.02
H -5.35649 -2.69108 -1.41848 0.01 0.00 0.05 0.10
C -6.09156 1.95881 0.47332 -0.10 0.03 0.09 -0.10
N 4.34947 1.90243 0.74294 1.16 -0.30 -0.42 0.05
H 3.83284 -1.25457 0.57022 -0.07 0.01 -0.05 0.12
H 3.64684 -1.92800 -1.04615 -0.07 -0.02 0.04 0.10
H -1.08985 1.66547 -2.36907 -0.05 -0.10 -0.08 0.13
N 0.17527 1.34725 -0.78843 0.18 -0.03 -0.22 -0.11
H -6.61995 2.86499 0.72811 -0.04 0.08 0.01 0.10
H 5.91953 1.59371 -1.02792 0.01 0.00 -0.15 0.10
H 6.41748 0.00966 0.74511 0.04 0.03 0.05 0.11
H 0.18354 -1.83497 3.69412 -0.04 -0.06 0.18 0.10
N 3.52967 2.51059 1.48940 0.25 0.64 0.69 -0.03
H -7.83704 0.71560 0.51386 -0.09 0.00 0.01 0.10
C -0.54992 2.14299 0.18376 -0.16 0.04 0.37 -0.14
C -6.07843 -0.39293 0.02879 -0.05 -0.18 -0.03 -0.03
C 4.25365 -1.25947 -0.43701 0.03 -0.16 -0.06 -0.13
C -4.63759 -2.72712 -0.59307 -0.10 -0.19 0.00 -0.09
C 0.35217 -1.72737 2.63771 -0.09 -0.15 0.04 -0.17
H 5.99294 -2.19238 -1.32402 0.05 -0.06 -0.02 0.11
N 2.28291 2.13387 1.24285 -0.86 -0.29 -0.20 0.07
C 6.48863 -0.37907 -0.27091 0.02 -0.08 -0.14 -0.19
C -0.72605 0.81143 -1.78706 -0.23 -0.17 -0.04 -0.15
C 5.73135 0.54067 -1.22371 0.09 0.10 0.10 -0.14
H -6.62363 -1.32118 -0.04111 0.00 -0.10 -0.02 0.10
H -1.61564 -0.82537 -0.66733 -0.10 0.10 -0.12 0.09
H -1.49702 0.59105 1.37512 -0.09 0.12 -0.02 0.12
C 0.25071 -2.74897 1.75182 0.02 -0.08 -0.38 -0.40
N -2.64197 1.00152 -0.34024 0.19 0.00 -0.06 -0.09
H 0.84725 0.41834 2.55754 0.06 0.18 0.07 0.11
H -5.15251 -3.03244 0.32427 0.00 0.02 -0.05 0.10
```
Positions in Å, forces in eV/Å.